Formula: C16H38BrF13N17O8
Source: the Open Molecules 2025 dataset
Level of theory: wB97M-V/def2-TZVPD

Structure (XYZ):
```
93
Properties=species:S:1:pos:R:3:forces:R:3:mulliken_charge:R:1
F 6.365 0.109 -0.008 -0.130 0.054 0.316 -0.241
C 5.464 0.192 0.968 -0.051 0.100 0.195 0.625
F 4.974 1.437 1.000 0.162 -0.300 -0.121 -0.224
F 6.040 -0.057 2.143 -0.062 0.025 -0.408 -0.241
C 4.312 -0.867 0.708 -0.264 0.048 -0.070 0.910
F 4.272 -1.753 1.708 0.119 -0.065 0.239 -0.298
F 4.572 -1.528 -0.429 0.250 0.100 -0.129 -0.296
C 2.898 -0.251 0.571 -0.088 -0.075 0.039 0.364
F 2.891 0.543 -0.511 0.054 0.201 -0.221 -0.298
F 2.628 0.472 1.665 -0.067 0.175 0.188 -0.268
C 1.748 -1.296 0.419 -0.002 0.331 -0.058 0.598
F 2.137 -2.278 -0.402 -0.023 -0.191 -0.193 -0.216
F 1.463 -1.816 1.612 0.007 -0.150 0.324 -0.275
C 0.414 -0.741 -0.179 -0.115 0.019 0.180 0.214
F 0.599 -0.403 -1.462 0.047 0.048 -0.331 -0.287
F -0.456 -1.782 -0.151 -0.091 -0.165 -0.012 -0.304
C -0.313 0.438 0.517 0.312 -0.319 0.012 0.752
F 0.424 1.552 0.308 0.118 0.285 -0.050 -0.290
F -0.330 0.197 1.846 -0.083 0.105 0.226 -0.297
C -1.716 0.662 -0.010 -0.253 0.117 -0.138 -0.955
C -2.782 -0.105 0.773 0.087 -0.087 -0.011 -0.466
N -3.854 -0.634 -0.166 0.088 -0.378 0.357 -0.245
Br -4.075 -2.516 -0.041 -0.109 0.112 -0.106 0.123
H -1.727 0.378 -1.069 0.067 0.066 0.098 0.471
H -1.917 1.735 0.035 -0.051 -0.156 0.031 0.396
H -3.307 0.557 1.458 0.140 -0.114 0.006 0.254
H -2.389 -0.974 1.296 0.069 0.177 -0.049 0.557
H -4.738 -0.163 0.063 0.110 0.297 -0.093 0.431
H -3.638 -0.431 -1.142 -0.026 0.110 0.057 0.425
C 2.944 -5.810 2.629 0.163 0.014 -0.073 0.572
O 3.060 -5.939 3.833 -0.052 -0.003 0.061 -0.660
N 2.651 -6.838 1.786 -0.083 0.028 0.032 -0.320
N 3.115 -4.581 2.028 -0.141 -0.011 -0.035 -0.158
H 2.580 -6.713 0.794 0.088 0.002 -0.003 0.141
H 2.572 -7.772 2.166 -0.120 -0.020 0.015 0.305
H 3.373 -3.824 2.633 -0.008 -0.045 -0.063 0.110
H 3.048 -4.435 1.037 0.075 -0.024 0.045 0.105
C -5.143 2.672 -0.550 -0.079 0.330 0.056 0.435
O -4.466 1.884 0.145 -0.302 -0.513 -0.312 -0.687
N -4.963 3.999 -0.424 0.204 0.125 -0.141 -0.233
N -6.052 2.279 -1.462 -0.123 -0.203 0.262 -0.203
H -5.500 4.669 -0.949 -0.111 -0.065 0.040 0.263
H -4.281 4.328 0.253 -0.020 0.127 0.111 0.113
H -6.224 1.303 -1.613 -0.010 -0.002 0.096 0.105
H -6.548 2.946 -2.048 0.176 -0.020 -0.226 0.248
C -3.031 4.459 2.701 0.218 0.200 0.374 0.998
O -3.137 5.066 1.628 -0.278 -0.259 -0.145 -0.991
N -3.941 4.605 3.692 -0.083 -0.136 -0.141 -0.447
N -1.983 3.637 2.947 -0.312 -0.445 -0.282 -0.229
H -3.854 4.161 4.587 0.033 0.041 0.010 0.166
H -4.698 5.246 3.536 0.025 0.020 0.016 0.249
H -1.251 3.623 2.260 0.140 0.175 0.144 -0.001
H -1.808 3.222 3.843 0.085 0.177 0.068 0.163
C 5.045 -4.340 -3.211 -0.023 0.000 0.028 0.637
O 3.853 -4.547 -3.052 -0.027 -0.010 0.006 -0.643
N 5.756 -4.892 -4.237 -0.002 0.022 -0.020 -0.398
N 5.749 -3.531 -2.363 -0.051 -0.044 -0.065 -0.308
H 6.737 -4.739 -4.375 -0.006 -0.011 0.013 0.161
H 5.260 -5.496 -4.866 0.008 0.002 0.015 0.239
H 5.223 -3.132 -1.610 0.128 -0.004 0.008 0.195
H 6.726 -3.327 -2.454 -0.004 -0.031 -0.007 0.172
C 2.049 4.145 -2.623 0.010 -0.106 0.082 0.604
O 2.551 4.938 -3.393 -0.010 0.050 -0.037 -0.657
N 1.707 4.476 -1.339 -0.105 0.086 0.021 -0.240
N 1.775 2.847 -2.973 -0.142 -0.024 -0.043 -0.320
H 1.304 3.831 -0.685 0.058 -0.011 0.008 0.193
H 1.908 5.411 -1.038 0.045 -0.034 0.030 0.097
H 2.033 2.555 -3.897 0.038 0.005 0.023 0.179
H 1.377 2.182 -2.337 0.100 -0.031 0.014 0.159
C -5.582 3.890 -4.375 0.204 0.021 0.154 0.676
O -6.556 3.929 -3.624 -0.168 0.147 -0.199 -0.737
N -5.694 3.942 -5.722 -0.062 -0.060 0.011 -0.399
N -4.326 3.783 -3.851 -0.069 -0.087 0.139 -0.274
H -4.905 3.935 -6.340 0.008 0.034 0.019 0.171
H -6.618 4.032 -6.106 0.016 0.013 0.002 0.235
H -4.296 3.802 -2.848 0.225 0.036 0.021 0.120
H -3.461 3.750 -4.358 -0.117 0.096 -0.197 0.194
C 0.900 -10.319 2.631 -0.040 0.016 0.105 0.621
O 1.899 -9.625 2.541 0.096 -0.003 -0.088 -0.676
N 0.970 -11.672 2.776 0.000 -0.019 -0.042 -0.424
N -0.359 -9.787 2.600 0.009 -0.015 -0.077 -0.362
H 0.164 -12.262 2.862 0.006 0.010 0.012 0.158
H 1.884 -12.082 2.811 -0.010 0.010 0.006 0.219
H -0.428 -8.789 2.528 0.002 -0.012 0.033 0.210
H -1.192 -10.336 2.689 0.009 0.008 0.027 0.173
C 0.203 6.595 2.124 -0.140 0.150 -0.242 0.630
O 0.053 6.083 3.222 -0.030 -0.148 0.049 -0.651
N -0.736 6.502 1.135 0.289 -0.063 -0.018 -0.222
N 1.333 7.293 1.797 0.134 -0.107 -0.016 -0.408
H -0.614 6.919 0.231 0.039 0.080 0.040 0.192
H -1.603 6.019 1.333 -0.048 0.076 -0.036 0.124
H 2.034 7.391 2.509 -0.021 0.030 -0.001 0.231
H 1.459 7.762 0.921 -0.045 0.070 0.038 0.165
```
Positions in Å, forces in eV/Å.

* charge: +1
* LUMO level: -4.52 eV
* HOMO level: -10.7 eV
* Kohn-Sham gap: 6.2 eV


Formula: C3H4N2O
Source: the Open Molecules 2025 dataset
Level of theory: wB97M-V/def2-TZVPD

Structure (XYZ):
```
10
Properties=species:S:1:pos:R:3:forces:R:3:mulliken_charge:R:1
N 0.448 -0.470 -1.752 -0.245 0.275 0.076 -0.603
C -0.363 0.390 -1.310 0.149 -0.138 -0.189 0.135
O -0.678 0.511 -0.005 -0.006 0.056 -0.029 -0.314
C -0.019 -0.383 0.884 0.102 -0.130 0.054 -0.286
C 0.237 0.322 2.148 0.190 0.426 0.867 0.254
N 0.461 0.848 3.152 -0.236 -0.519 -0.994 -0.361
H 0.562 -0.377 -2.757 -0.040 -0.017 0.083 0.244
H -0.916 1.142 -1.878 0.098 -0.111 0.046 0.363
H 0.923 -0.730 0.450 -0.101 0.059 0.095 0.306
H -0.655 -1.254 1.069 0.090 0.101 -0.009 0.263
```
Positions in Å, forces in eV/Å.

* LUMO level: 0.76 eV
* HOMO level: -11.0 eV
* Kohn-Sham gap: 11.7 eV


Formula: C35H37NO3P2Ti
Source: the Open Molecules 2025 dataset
Level of theory: wB97M-V/def2-TZVPD

Structure (XYZ):
```
79
Properties=species:S:1:pos:R:3:forces:R:3:mulliken_charge:R:1
Ti -0.334 -2.147 0.240 -4.548 -2.245 0.340 -0.285
C 2.909 0.505 1.932 0.306 0.264 0.339 0.008
C 1.935 1.383 2.171 0.351 -0.479 0.470 -0.189
C 2.029 2.844 1.900 -0.087 0.532 0.138 -1.364
C 2.644 3.283 0.545 -0.091 0.382 0.262 -1.271
C 2.580 2.321 -0.605 0.332 -0.162 -0.657 0.192
C 3.434 1.326 -0.866 0.153 0.869 -0.313 -0.562
C 4.565 0.896 0.009 0.387 -0.292 0.256 -1.043
C 4.291 0.921 1.531 0.474 0.095 -0.276 -1.254
C -2.161 -1.747 -1.790 0.026 -0.258 0.757 -1.627
H 2.801 -0.566 2.092 -0.057 0.565 0.344 0.691
H 1.042 1.079 2.711 0.122 -0.078 -0.429 0.717
H 2.607 3.323 2.707 -0.125 -0.014 -0.138 0.585
H 1.023 3.273 1.966 0.118 -0.101 0.062 0.121
H 2.097 4.190 0.236 0.346 -0.244 0.111 0.469
H 3.683 3.592 0.720 -0.172 -0.133 -0.178 0.268
H 1.844 2.574 -1.370 0.178 -0.138 0.129 0.747
H 3.457 0.877 -1.863 -0.344 0.075 0.495 0.404
H 5.458 1.518 -0.179 -0.208 -0.179 -0.090 0.366
H 4.845 -0.126 -0.286 -0.019 0.185 0.082 0.316
H 5.008 0.222 1.993 -0.183 0.289 -0.032 0.489
H 4.528 1.918 1.931 -0.139 -0.275 -0.082 0.326
H -1.685 -2.731 -1.557 -0.672 0.462 0.269 0.580
H -2.693 -1.891 -2.748 0.364 0.146 0.359 0.601
H -2.891 -1.439 -1.024 0.108 -0.619 -0.152 0.504
P -1.119 -0.186 1.507 0.784 1.079 -2.012 1.300
P -0.947 -0.432 -2.044 -0.106 2.715 -0.825 2.103
C -0.625 1.108 0.375 -0.651 0.143 2.956 -0.557
C -0.412 0.893 -0.959 -0.094 -1.331 -1.523 -0.856
C -2.269 0.534 2.662 -0.446 -0.201 0.681 0.144
C -1.989 1.725 3.357 -0.396 -0.317 0.065 0.074
C -2.931 2.205 4.271 -0.035 0.009 -0.082 -0.636
C -4.138 1.524 4.475 0.286 -0.373 -0.205 -0.542
C -4.401 0.342 3.768 -0.243 0.354 0.244 -0.597
C -3.480 -0.159 2.860 0.637 0.216 -0.107 -0.667
C 0.240 -1.052 2.414 0.559 -0.361 -0.217 0.632
C 1.167 -1.908 1.682 0.736 0.237 1.862 -0.217
C 1.769 -3.009 2.351 -0.103 0.824 -0.249 -0.904
C 1.619 -3.144 3.719 -0.108 -0.144 0.041 -0.714
C 0.851 -2.222 4.443 -0.081 0.429 -0.103 -0.756
C 0.147 -1.198 3.810 0.246 -0.796 -0.273 -0.515
C -1.802 0.587 -3.274 0.095 0.001 -0.561 0.083
C -2.959 1.266 -2.851 0.000 -0.131 -0.391 -0.394
C -3.693 2.002 -3.781 0.339 -0.302 -0.022 -0.679
C -3.248 2.053 -5.111 0.299 0.267 0.075 -0.521
C -2.044 1.455 -5.504 -0.243 0.058 0.219 -0.655
C -1.314 0.707 -4.576 -0.517 0.102 0.010 -0.358
C 0.460 -1.209 -2.867 0.192 -0.207 -0.192 0.136
C 0.419 -2.556 -3.285 0.120 0.433 0.322 -0.615
C 1.590 -3.162 -3.732 0.050 0.067 -0.032 -0.757
C 2.776 -2.426 -3.781 -0.146 0.059 -0.070 -0.580
C 2.795 -1.061 -3.462 -0.308 -0.141 -0.045 -0.756
C 1.629 -0.442 -3.015 0.144 -0.404 -0.157 -0.845
H -0.591 2.137 0.765 0.226 -0.456 -0.280 0.662
H -0.008 1.757 -1.511 -0.341 -0.786 -0.203 0.857
H -1.051 2.259 3.180 -0.288 -0.133 0.127 0.201
H -2.732 3.117 4.834 -0.002 -0.200 -0.176 0.417
H -4.867 1.891 5.205 0.298 -0.070 -0.313 0.363
H -5.340 -0.184 3.926 0.193 0.074 -0.058 0.463
H -3.658 -1.071 2.285 -0.222 0.095 0.165 0.391
H 1.607 -1.557 0.703 -0.195 -0.220 0.746 0.765
H 2.346 -3.726 1.771 0.140 0.229 0.203 0.455
H 2.118 -3.955 4.254 -0.232 0.176 -0.259 0.395
H 0.791 -2.307 5.525 0.041 -0.030 -0.149 0.431
H -0.467 -0.492 4.376 0.106 -0.410 -0.175 0.531
H -3.288 1.184 -1.812 0.090 0.082 -0.285 0.359
H -4.601 2.527 -3.467 0.345 -0.254 -0.204 0.397
H -3.825 2.628 -5.832 0.117 -0.130 0.068 0.361
H -1.669 1.565 -6.525 -0.244 -0.038 0.326 0.392
H -0.394 0.196 -4.860 -0.245 0.161 -0.018 0.310
H -0.521 -3.113 -3.247 0.432 0.120 -0.036 0.425
H 1.556 -4.208 -4.041 0.149 0.323 0.098 0.430
H 3.692 -2.915 -4.099 -0.095 0.072 0.015 0.426
H 3.717 -0.483 -3.552 -0.257 -0.241 -0.036 0.474
H 1.624 0.630 -2.785 -0.049 -0.573 0.078 0.757
O -4.625 -4.447 -0.461 -1.264 -0.571 1.327 -0.566
N -4.447 -3.273 -0.143 2.810 1.808 -2.889 0.172
O -4.974 -2.666 0.784 -1.346 -0.869 1.436 -0.498
O -1.503 -3.127 0.881 2.203 0.907 -0.980 -0.511
```
Positions in Å, forces in eV/Å.

* LUMO level (alpha / beta): -0.95 / -0.91 eV
* multiplicity: 3
* HOMO level (alpha / beta): -4.7 / -4.7 eV
* Kohn-Sham gap (alpha / beta): 3.8 / 3.8 eV


Formula: C4H5NO2S
Source: the Open Molecules 2025 dataset
Level of theory: wB97M-V/def2-TZVPD

Structure (XYZ):
```
13
Properties=species:S:1:pos:R:3:forces:R:3:mulliken_charge:R:1
C 1.581 -0.823 -0.788 1.931 0.048 4.296 -0.381
C 0.300 -0.089 -0.780 -0.423 -1.965 0.152 0.148
C -0.514 -0.661 0.388 -0.952 -0.947 1.186 -0.384
C -0.586 1.671 0.467 -3.142 -1.357 -0.516 0.617
H 2.195 -0.453 0.256 -0.802 -1.004 -3.156 0.240
H 0.020 -0.111 -1.802 -1.648 -0.736 -0.914 0.379
H -0.963 -1.730 0.165 0.759 2.424 0.673 0.339
H 0.336 -0.716 1.419 -2.863 0.188 -2.957 0.267
H -2.143 0.694 1.162 -1.144 -0.735 1.582 0.247
N -1.543 0.529 0.405 3.326 0.124 0.721 -0.400
O -0.735 2.736 1.055 1.240 -2.843 -1.969 -0.529
O 0.293 1.210 -0.450 3.457 5.902 0.885 -0.366
S 1.759 -2.258 -1.498 0.261 0.901 0.015 -0.175
```
Positions in Å, forces in eV/Å.

* LUMO level: -0.96 eV
* HOMO level: -9.5 eV
* Kohn-Sham gap: 8.5 eV


Formula: C12H28IMnN5O
Source: the Open Molecules 2025 dataset
Level of theory: wB97M-V/def2-TZVPD

Structure (XYZ):
```
48
Properties=species:S:1:pos:R:3:forces:R:3:mulliken_charge:R:1
Mn 0.053 0.551 -0.325 -0.528 -1.413 1.014 0.857
C -1.483 -0.860 2.619 0.478 -0.021 -2.061 -0.652
C -1.229 0.630 2.818 0.317 -1.024 0.469 -0.771
N -0.425 1.342 1.759 -2.206 0.339 -1.475 -0.130
C 0.779 1.965 2.234 1.935 0.721 1.234 -0.951
C 1.965 1.067 1.947 2.334 1.285 0.456 -0.527
N 1.976 0.531 0.547 -0.503 -0.053 -0.262 0.086
C 2.668 -0.777 0.520 0.194 -0.408 -0.014 -0.674
C 3.246 -1.182 -0.829 -0.613 -1.439 -0.927 -0.990
C 2.290 -1.084 -2.093 0.582 2.417 1.389 -0.847
N 0.827 -1.056 -1.759 -0.081 0.731 0.002 -0.219
C 0.379 -2.414 -1.355 -0.254 -0.034 0.647 -0.796
C -0.483 -2.375 -0.084 1.135 -0.685 0.314 -0.809
N -1.200 -1.114 0.117 0.278 0.337 -0.918 0.304
C -2.146 -1.146 1.251 0.399 0.311 0.402 -0.854
H -2.179 -1.219 3.334 -0.492 -0.125 1.044 0.471
H -0.573 -1.457 2.708 0.038 0.001 0.145 0.291
H -0.743 0.763 3.803 -0.209 0.180 -0.574 0.324
H -2.199 1.082 2.820 -0.483 0.546 0.233 0.461
H -1.091 2.073 1.442 0.689 -0.321 0.157 0.335
H 0.753 2.123 3.339 -0.144 -0.117 -0.752 0.380
H 0.961 2.973 1.843 -0.438 -0.276 -0.398 0.440
H 2.072 0.289 2.727 -0.308 -0.107 -0.863 0.432
H 2.945 1.659 2.031 -1.404 -0.651 0.251 0.420
H 2.514 1.134 -0.076 0.160 0.286 0.415 0.299
H 2.037 -1.523 0.997 -0.356 -0.116 -0.260 0.319
H 3.483 -0.685 1.214 0.705 -0.048 0.255 0.653
H 3.524 -2.264 -0.807 0.125 0.900 0.527 0.371
H 4.175 -0.620 -1.011 -0.409 -0.195 -0.188 0.404
H 2.479 -1.858 -2.806 0.138 -0.563 -0.365 0.444
H 2.533 -0.116 -2.551 -0.292 -0.282 -0.282 0.362
H 0.334 -0.815 -2.626 0.246 -0.060 0.223 0.227
H 1.269 -3.022 -1.142 -0.380 0.096 -0.220 0.302
H -0.168 -2.866 -2.185 0.077 -0.017 0.040 0.517
H 0.146 -2.640 0.788 -0.479 0.397 -0.299 0.379
H -1.224 -3.141 -0.169 -0.501 -0.723 0.112 0.605
H -1.782 -0.973 -0.712 -0.116 0.147 0.001 0.408
H -2.612 -2.129 1.223 -0.032 -0.196 0.245 0.417
H -2.921 -0.430 1.000 -0.153 0.210 0.212 0.389
N -3.650 2.484 -2.249 -0.381 -0.006 0.951 -0.358
C -2.556 1.753 -2.102 -0.595 -0.791 1.153 0.822
O -2.461 0.887 -1.147 1.091 1.882 -2.137 -0.654
C -1.491 2.026 -3.137 1.458 -1.125 0.465 -0.937
I 0.217 3.052 -1.945 -1.215 -1.132 -0.833 0.220
H -4.368 2.342 -1.525 0.245 0.181 -0.637 0.286
H -3.771 3.291 -2.872 0.210 -0.725 0.197 0.251
H -1.820 2.645 -3.952 0.111 0.732 -0.013 0.464
H -1.050 1.105 -3.623 -0.374 0.954 0.922 0.227
```
Positions in Å, forces in eV/Å.

* charge: +3
* LUMO level (alpha / beta): -13.54 / -10.66 eV
* multiplicity: 5
* HOMO level (alpha / beta): -19.6 / -20.1 eV
* Kohn-Sham gap (alpha / beta): 6.0 / 9.4 eV